Entry from OMol25: 9 unconnected molecules or ions with the total composition C11H23Cl16NO2 (ωB97M-V/def2-TZVPD).

Last column: natural (NBO) charge in e.
Geometry (Å):
H -2.4215 -0.6438 -3.9287  0.22
N 6.4553 -0.5746 1.7356  -0.66
H -8.3471 2.1908 2.6014  0.22
C 1.1138 3.7934 -5.8636  -0.39
O 7.6625 -0.6932 3.6750  -0.58
H 5.8365 -0.9364 -3.5629  0.22
C -3.5219 -0.0776 1.3543  -0.40
H -0.9803 0.1869 -4.5843  0.23
H -3.9834 -0.9725 1.7520  0.23
C 7.5859 -0.4182 2.5114  0.88
Cl -0.4357 -1.3102 -2.8586  -0.03
H -6.3604 -1.4510 -0.2676  0.22
C -3.3124 -6.4297 1.1708  -0.39
Cl 1.5226 2.1988 -2.3806  -0.03
Cl -2.7235 0.7865 2.6738  -0.02
Cl -5.0342 -6.6989 0.8756  -0.02
H -4.2670 0.5769 0.9179  0.22
H -7.7886 -2.2483 0.4423  0.23
C -8.8827 2.4342 3.5108  -0.40
H 4.8662 2.1151 1.6782  0.21
H 4.8872 -0.5122 3.1185  0.21
C -1.4874 -0.1513 -3.6880  -0.39
H -2.7693 -6.6587 0.2624  0.22
Cl -0.3876 2.9164 -6.1949  -0.03
H 0.9817 4.3595 -4.9493  0.23
H 4.7058 1.7650 3.4099  0.22
Cl -2.3829 -0.5540 0.0866  -0.03
C 5.5536 -0.8917 -2.5185  -0.40
Cl -2.9594 -4.7569 1.6215  -0.02
H 5.4161 -1.8862 -2.1115  0.22
H 0.1304 2.3286 -0.4894  0.22
H 0.6332 0.6575 -0.8473  0.23
Cl 6.8643 -0.1048 -1.6221  -0.04
H 4.4478 -0.1725 1.4657  0.21
Cl -1.8362 1.2584 -2.6854  -0.02
Cl -8.5041 4.1033 3.9506  -0.02
H -8.5771 1.7861 4.3232  0.22
C 0.9548 1.6902 -0.7818  -0.39
Cl 2.2196 1.8157 0.4500  -0.03
Cl 2.4863 2.7034 -5.6487  -0.02
Cl -7.1263 -0.3500 1.6620  -0.04
Cl 4.0370 -0.0046 -2.3661  -0.01
H -2.9995 -7.0751 1.9822  0.22
H 6.6358 -0.4033 0.7551  0.39
C 5.2116 0.0220 2.2235  -0.22
Cl -10.6095 2.1939 3.2215  -0.02
H 6.2944 1.8791 2.6842  0.20
H 8.5318 0.9415 1.5404  0.48
H 1.3201 4.4481 -6.7012  0.22
C -6.8359 -1.7771 0.6501  -0.40
O 8.6877 0.0218 1.7954  -0.73
C 5.2735 1.5300 2.5067  -0.63
Cl -5.7815 -2.9501 1.4417  -0.01

Forces on the atoms, in the same order (eV/Å):
0.00 -0.02 0.06
0.23 0.65 -0.19
-0.03 0.04 -0.03
0.01 0.03 0.06
-0.05 0.23 -0.06
0.01 0.07 0.00
0.00 0.00 0.02
0.05 0.02 0.03
0.06 0.00 0.05
-0.09 -0.35 0.07
0.00 -0.02 0.01
0.03 0.02 0.02
0.05 -0.04 0.00
0.05 0.01 0.06
-0.02 0.00 0.00
-0.01 -0.01 0.00
0.04 0.04 -0.01
-0.02 0.01 0.06
0.04 -0.04 -0.01
0.08 -0.04 0.06
0.21 0.00 -0.04
0.08 0.04 -0.09
-0.02 0.03 -0.02
-0.03 0.01 -0.01
-0.02 -0.04 0.03
-0.02 0.06 -0.14
-0.04 -0.12 0.12
-0.13 -0.08 0.06
0.09 -0.04 0.01
0.02 0.01 0.03
0.02 0.03 0.00
0.04 -0.01 -0.02
0.13 0.03 -0.15
0.10 -0.04 0.06
-0.16 0.14 -0.18
0.02 0.00 0.00
-0.03 0.02 0.03
-0.09 -0.01 0.01
-0.01 0.00 0.00
0.04 0.00 -0.03
-0.02 0.02 0.00
0.05 -0.03 -0.08
-0.03 0.02 0.03
-0.08 0.08 0.13
-0.40 -0.32 0.14
0.00 -0.03 -0.01
-0.02 -0.11 0.05
-0.01 -0.19 -0.17
-0.01 -0.04 -0.03
0.00 -0.03 -0.05
0.03 -0.03 0.17
-0.02 0.05 0.02
-0.11 0.01 -0.06

* LUMO energy: 0.26 eV
* spin multiplicity: 1
* net charge: 0
* structure (SMILES): CCNC(=O)O.ClCCl.ClCCl.ClCCl.ClCCl.ClCCl.ClCCl.ClCCl.ClCCl

Entry from OMol25: a molecular structure, C11H23ClCoI2NP2S in a non-equilibrium geometry (ωB97M-V/def2-TZVPD).

Last column: Mulliken spin population.
Geometry (Å):
H 3.5242 -0.7996 4.4539  0.00
H -2.4300 2.5236 -2.5057  0.00
H -1.8943 0.0078 -4.2791  0.00
C -1.3366 2.6554 -2.5403  0.01
H -0.5743 1.1608 -4.8587  0.00
H 1.4809 2.0511 -1.7347  0.00
H -0.9851 3.2053 -1.6466  0.00
C 2.9234 -0.7892 2.4111  0.23
H -1.2515 -2.9519 2.2378  0.00
C -0.6772 -2.1906 1.6711  0.02
Cl -4.4902 -0.0626 -2.2864  0.10
H -2.9785 -3.5307 0.7275  0.00
H -0.1623 -0.5395 -4.2731  0.00
C -2.5862 -3.0294 -0.1731  0.00
C -0.8405 0.3279 -4.1800  0.00
H -0.3399 -1.4246 2.3901  0.00
H 3.1121 1.9992 0.5441  0.00
I 0.1772 1.2273 2.0531  0.10
C 1.1653 1.4528 -2.5982  0.02
Co -2.4264 -0.5138 -1.8773  2.76
H 1.2887 2.0580 -3.5173  0.00
S 1.1210 0.0423 0.2615  0.06
H -2.5697 0.0073 2.1551  0.00
H -3.8603 -0.3679 0.9583  0.00
H 3.3820 1.7322 4.6706  0.01
C 3.2515 -0.1814 3.5897  -0.05
H 0.2208 -2.6396 1.2208  0.00
I 2.8302 -1.5449 -0.4302  0.35
C 3.2055 1.2074 3.7095  0.20
H 2.8670 -1.8723 2.2813  0.00
H 3.1299 3.0684 2.4944  0.00
H -3.3719 -2.7792 -0.9002  0.00
N 3.2419 1.3299 1.3052  0.10
C -3.0454 -0.7897 1.5598  0.01
P -0.6178 0.9688 -2.4819  0.02
C 3.1068 1.9635 2.5362  0.10
P -1.8276 -1.4738 0.3846  0.04
C 2.6050 0.0178 1.2765  -0.10
H -1.7871 -3.6097 -0.6589  0.00
H -3.4021 -1.6228 2.1928  0.00
H 1.8208 0.5774 -2.6577  0.00
H -0.9990 3.1295 -3.4855  0.00

Forces on the atoms, in the same order (eV/Å):
-0.21 0.30 -0.35
0.33 0.48 -0.11
0.40 0.18 -0.53
-0.12 -0.46 0.06
-0.30 -0.76 -0.09
-0.23 -0.09 -0.25
-0.30 -0.11 -0.54
-0.53 -0.48 0.02
0.28 0.34 -0.46
0.43 0.06 -0.12
0.57 -0.14 0.06
-0.05 -0.16 -0.68
-0.37 0.37 -0.31
0.05 0.13 0.20
0.10 0.25 0.28
-0.31 -0.34 -0.40
-0.07 -0.79 -0.23
-2.10 2.00 1.27
0.22 -0.24 0.14
0.60 0.25 1.06
-0.18 -0.33 0.42
-1.21 1.10 1.29
-0.37 -0.40 -0.19
-0.07 -0.05 0.44
-0.42 -0.48 -0.75
0.52 -0.40 0.89
-0.39 -0.07 0.12
3.12 -1.98 -1.83
0.33 0.79 0.36
-0.18 0.45 0.51
0.10 -0.79 0.20
-0.06 -0.48 0.25
-1.67 0.17 1.98
-0.16 0.04 -0.38
0.44 1.12 -0.96
1.36 -0.35 -1.34
-0.26 -0.64 1.10
1.52 0.91 -1.71
-0.43 -0.08 0.14
0.05 0.55 -0.16
-0.11 0.15 -0.08
-0.33 -0.06 0.66

* relative energy (zero: lowest compared OMol25 entry of this formula, charge and spin): 7.5 kcal/mol
* ⟨S²⟩: 6.05
* LUMO energy (spin up / spin down): -7.71 / -9.67 eV
* spin multiplicity: 5
* net charge: +2

Entry from OMol25: a molecular structure, C11H23ClNO2P2Pm in a non-equilibrium geometry (ωB97M-V/def2-TZVPD).

Last column: Mulliken spin population.
Geometry (Å):
H -0.2453 -2.0430 -4.4695  0.00
C -0.3408 1.8256 3.7313  0.00
C 4.1948 1.9105 -1.0362  0.00
Cl -3.2589 -0.4147 -0.1210  -0.01
C 1.6369 -0.0717 3.0829  0.00
H 2.3570 -0.4217 2.3335  0.00
H 1.9824 -0.1519 -3.6917  0.00
H 2.1591 0.5006 3.8623  0.00
H 1.1618 -0.9525 3.5397  0.00
P 0.3274 0.9180 2.2914  -0.01
C 3.4747 2.3245 0.0831  0.00
H -1.6099 0.8543 -4.1012  0.00
H 0.5210 3.0350 1.0575  0.00
N 1.5775 1.0400 -0.6364  -0.01
H -1.4241 3.7950 -0.5952  0.00
H -0.1755 0.1929 -4.9613  0.00
H -0.0160 1.6324 -3.9056  0.00
C 1.6635 -0.3890 -2.6637  0.00
H 0.4534 2.0859 4.4454  0.00
Pm -0.9685 0.7248 -0.2068  4.04
H 3.8909 3.0116 0.8226  0.00
H -3.3245 0.9481 -1.5404  0.00
C 1.3089 2.2972 1.4441  0.01
C 2.2902 0.5962 -1.7015  0.00
C 3.5957 1.0201 -1.9240  0.00
H 1.9293 2.7452 2.2284  0.00
H -1.0729 1.1698 4.2218  0.00
C 2.1760 1.8527 0.2720  -0.01
H -0.8602 2.7363 3.4030  0.00
H -1.5682 -2.2882 -3.2818  0.00
H -3.8798 1.8687 -2.7807  0.00
H 0.0833 -2.8388 -2.8876  0.00
P -0.1824 -0.4452 -2.6318  0.00
C -0.5291 0.6720 -4.0390  0.00
O -1.5866 2.8451 -0.7078  0.00
H 4.1093 0.6480 -2.8103  0.00
C -0.4998 -2.0628 -3.4007  0.00
O -3.1141 1.7281 -2.1912  0.00
H 5.2049 2.2722 -1.2176  0.00
H 2.0122 -1.4122 -2.4335  0.00
H -2.3791 2.6192 -1.4538  0.00

Forces on the atoms, in the same order (eV/Å):
-0.01 0.01 0.37
-0.51 -0.03 -0.13
-0.23 -0.17 -0.08
0.19 -0.07 0.05
-0.03 -0.52 -0.19
-0.12 0.02 0.18
-0.04 -0.20 0.34
-0.20 -0.08 -0.29
0.24 0.23 -0.06
1.31 0.73 0.90
-0.33 -0.09 0.41
0.35 -0.02 -0.14
1.16 -0.56 0.68
0.08 -0.33 0.08
-0.18 -0.31 -0.11
-0.08 0.18 0.24
-0.14 -0.15 -0.03
0.06 -0.11 0.20
-0.20 -0.08 -0.31
-0.09 0.09 0.39
-0.01 -0.24 -0.31
-0.41 1.10 -1.17
-0.69 0.09 -0.50
-0.01 0.22 0.14
0.01 0.09 0.00
-0.26 0.30 -0.27
0.18 0.25 0.01
-0.07 0.17 -0.31
0.09 -0.22 0.15
0.28 -0.10 -0.15
0.34 0.00 0.38
-0.23 0.13 -0.15
0.96 -0.36 -1.63
-0.42 0.32 0.10
-0.55 0.23 -0.65
0.01 0.18 0.30
-0.39 -0.31 0.35
-0.58 -1.19 0.45
-0.21 -0.07 0.08
0.03 0.40 -0.04
0.73 0.50 0.76

* relative energy (zero: lowest compared OMol25 entry of this formula, charge and spin): 0.0 kcal/mol
* ⟨S²⟩: 6.01
* LUMO energy (spin up / spin down): -6.97 / -6.55 eV
* spin multiplicity: 5
* net charge: +2

Entry from OMol25: a molecular structure, C11H23EuFNO2P2 in a non-equilibrium geometry (ωB97M-V/def2-TZVPD).

Last column: Mulliken spin population.
Geometry (Å):
H 1.2003 2.2474 4.9432  0.00
N -0.6403 -0.4965 0.7695  -0.02
C -1.2275 -0.9405 -0.3657  -0.01
H 2.4112 0.9263 4.9322  0.00
H 0.7252 -0.4773 -2.7917  0.00
H -1.6246 -2.6177 -1.6549  0.00
P -1.1732 1.0502 -2.4773  0.00
H -2.8321 -0.5497 -1.7125  0.00
H 0.6720 0.5694 5.2404  0.00
H -0.3673 1.8572 -3.3546  0.00
C 0.1737 -1.3073 1.4722  0.00
O -0.4797 1.9905 -1.2715  0.00
H 0.2798 2.5149 -1.5612  0.00
H 1.0775 -3.2402 1.6655  0.00
H -2.6640 0.7214 -0.5049  -0.01
C 2.7751 1.1859 2.2287  0.00
C -2.0744 0.0436 -1.1704  0.01
H -3.2910 2.2915 -2.4122  0.00
F -3.4786 2.0468 1.4531  -0.05
C 0.8146 -0.7978 2.7526  -0.01
H -3.2729 1.0697 -3.7315  0.00
C 0.3959 -2.6276 1.0783  0.00
H 2.4337 -1.8393 -1.5579  0.00
H 2.8906 0.5878 1.3143  0.00
C -0.2689 -3.1273 -0.0360  0.00
H 3.5113 0.8794 2.9851  0.00
H -0.1091 -0.0862 -4.3187  0.00
H -0.1581 -4.1679 -0.3337  0.00
H -2.3698 2.5927 -3.9072  0.00
H 3.0714 -1.1928 -2.7779  0.00
Eu -1.3669 1.8221 1.5450  6.16
P 1.0796 1.0330 2.8858  -0.06
O 2.4925 -1.0029 -2.0491  0.00
C -0.2615 -0.3363 -3.2615  0.00
H -0.8215 -1.2774 -3.2187  0.00
H 1.7619 -1.2584 2.8910  0.00
C 1.3775 1.1962 4.6794  0.00
H 0.1750 -1.0726 3.6140  0.00
C -1.0897 -2.2749 -0.7665  0.00
C -2.6776 1.8194 -3.1927  0.00
H 2.9302 2.2453 1.9779  0.00

Forces on the atoms, in the same order (eV/Å):
0.19 -0.28 0.22
-0.17 0.80 0.31
-0.63 0.03 -0.27
-0.35 0.01 -0.10
-0.43 0.24 -0.02
0.21 0.05 0.38
1.20 0.89 -2.38
0.23 0.36 0.14
0.19 0.22 -0.07
0.31 0.56 0.06
0.28 -0.56 0.06
-0.17 0.05 2.79
-0.24 -0.08 -0.44
-0.22 0.04 -0.16
0.16 -0.40 -0.31
-0.10 0.71 -0.67
-0.16 -0.74 1.17
0.10 -0.29 -0.13
2.77 -0.34 0.17
-1.63 0.49 -0.13
-0.04 0.19 0.23
0.13 0.41 0.21
0.11 0.34 -0.27
-0.02 0.21 0.20
-0.18 0.19 -0.13
-0.34 0.02 -0.23
-0.04 0.11 0.30
0.02 0.20 0.08
-0.07 -0.28 0.25
0.55 -0.10 -0.60
-2.25 -0.46 -2.06
0.99 -1.22 0.62
-0.38 -0.33 1.04
-1.11 -0.66 -0.14
0.25 0.00 -0.02
0.86 -0.51 0.23
-0.48 0.52 0.16
0.25 -0.05 -0.34
0.05 0.32 0.01
-0.14 -0.35 -0.23
0.29 -0.34 0.03

* relative energy (zero: lowest compared OMol25 entry of this formula, charge and spin): 13.8 kcal/mol
* ⟨S²⟩: 12.07
* LUMO energy (spin up / spin down): -10.38 / -7.54 eV
* spin multiplicity: 7
* net charge: +2

no.,total energy (hartree)
1,-8001.2216
2,-4006.2426
3,-2389.0395
4,-2130.5279